Entry from OMol25: a cluster of 10 separate species, C22H67N4O10 in total in a non-equilibrium geometry (ωB97M-V/def2-TZVPD).

Structure (XYZ):
```
103
Properties=species:S:1:pos:R:3:forces:R:3:lowdin_charge:R:1
C 15.2896 -16.2814 24.7862 0.66 0.88 -0.24 -0.1122
C 15.7676 -17.1457 23.6054 1.54 0.98 -0.20 -0.4620
O 16.9110 -16.6347 22.9602 -1.23 -0.65 1.88 -0.3063
H 14.3376 -16.4795 25.2786 -0.47 -0.36 -0.25 0.0401
H 15.2728 -15.2855 24.3434 -0.18 0.38 0.30 0.0468
H 16.0292 -16.2608 25.5867 0.28 -0.04 0.00 0.0311
H 14.9123 -17.1895 22.9312 -0.44 -0.40 -0.28 0.0454
H 15.8977 -18.1348 24.0446 0.17 -0.85 -0.17 0.0585
C 19.2671 -17.4202 26.7122 0.44 0.01 -0.39 -0.0915
C 19.5568 -18.2617 25.4149 -1.13 1.49 1.58 -0.2830
O 19.5085 -17.4120 24.2672 1.61 -1.35 1.08 -0.0935
H 20.0260 -16.6456 26.8220 -0.15 0.24 -0.04 0.0626
H 19.2183 -17.9542 27.6612 0.32 -0.60 -0.12 0.0559
H 18.2722 -16.9785 26.6546 0.05 0.29 -0.40 0.0356
H 18.7925 -19.0308 25.5255 -0.25 -0.34 -1.07 0.0844
H 20.5151 -18.7709 25.5176 0.17 0.29 -0.44 0.0983
H 18.6243 -17.1312 24.0204 -1.62 -0.04 -0.44 0.0298
C 12.9912 -12.8612 24.6322 0.42 -0.29 0.25 -0.0817
C 12.5833 -11.7541 23.6946 0.58 -0.50 -1.13 -0.3163
O 13.7423 -10.9360 23.4622 -0.24 0.02 0.47 -0.0845
H 13.7966 -13.4928 24.2574 0.62 0.75 -0.33 0.0621
H 12.2987 -13.6884 24.7881 -0.92 0.66 0.34 0.0615
H 13.3085 -12.3673 25.5506 -0.03 -0.52 0.31 0.0736
H 11.7490 -11.1443 24.0413 -0.08 -0.07 0.30 0.1025
H 12.3219 -12.1854 22.7282 -0.40 -0.10 -0.12 0.1035
H 13.4887 -10.2424 22.8488 0.06 0.04 -0.05 0.0727
C 11.7957 -21.7051 22.8762 0.56 0.32 1.92 -0.1026
C 11.8092 -20.5255 21.9755 -0.72 0.42 1.23 -0.4688
C 12.8176 -19.4276 22.4999 -0.44 -1.00 -0.73 -0.2179
O 12.8165 -18.2657 21.7533 -1.79 2.46 -0.36 -0.1941
C 11.8133 -17.2671 22.2506 1.37 -1.07 -0.73 -0.0379
N 12.1169 -21.0434 20.6775 0.15 1.02 -1.18 0.0428
H 11.5472 -21.2876 23.8519 0.29 -0.57 0.64 0.0774
H 12.8173 -22.0828 22.8337 -0.06 -0.64 0.59 0.0815
H 11.0467 -22.4683 22.6650 0.16 0.04 -0.40 0.0806
H 10.7688 -20.2192 22.0840 -0.11 0.99 -0.84 0.1282
H 13.8132 -19.8545 22.3789 0.24 -0.08 0.09 0.1281
H 12.7040 -19.1424 23.5457 -0.32 -0.58 0.38 0.1148
H 10.8673 -17.7556 22.4845 0.07 -0.06 0.26 0.0697
H 11.6088 -16.4998 21.5039 0.28 -0.40 -0.43 0.0813
H 12.2576 -16.7249 23.0853 -0.10 -0.29 0.41 0.0712
H 11.4004 -21.7256 20.4740 0.08 -0.20 -0.30 0.0675
H 12.9798 -21.5460 20.8288 0.28 -0.28 -0.55 0.0691
C 8.6598 -17.8052 25.0316 -0.07 1.02 0.52 -0.0600
C 9.3068 -16.4164 25.4138 0.07 -0.44 -0.29 -0.3545
C 8.2943 -15.6682 26.3983 1.45 -1.74 1.24 -0.2244
O 8.7612 -14.4090 26.7857 -0.46 1.45 -0.54 -0.1950
C 7.9113 -13.2609 26.5821 1.03 -0.58 -0.57 -0.0805
N 10.6904 -16.5584 26.0080 -1.36 1.08 1.10 0.0396
H 9.2669 -18.5562 24.5261 0.52 0.31 0.27 0.0543
H 7.7662 -17.7386 24.4110 -0.02 0.57 -0.11 0.0659
H 8.2909 -18.2000 25.9783 0.22 -0.42 0.06 0.0671
H 9.4172 -15.6887 24.6099 -0.34 -0.37 -0.75 0.1151
H 8.2965 -16.2061 27.3464 0.20 -0.72 0.09 0.1149
H 7.2387 -15.7417 26.1368 0.03 0.49 -0.94 0.1183
H 7.4435 -12.9175 27.5048 -0.10 -0.23 0.05 0.0798
H 7.1831 -13.4427 25.7918 -0.25 -0.14 0.15 0.0812
H 8.5680 -12.4773 26.2041 -0.04 0.18 0.16 0.0787
H 11.0299 -15.6097 26.0779 0.04 0.22 0.45 0.0431
H 11.4867 -17.0394 25.6148 -0.83 -0.68 -0.91 0.0461
C 16.6893 -9.3950 29.2572 0.49 -0.86 -0.73 -0.0621
C 17.4333 -10.5065 28.4704 0.45 -0.65 0.64 -0.4647
C 16.6666 -11.8224 28.4940 0.79 -1.00 0.45 -0.2107
O 17.4459 -12.8663 27.8435 -1.17 -0.26 -1.32 -0.1845
C 16.5982 -14.0144 27.4639 -0.55 0.43 2.23 -0.0665
N 17.6602 -10.0954 27.1067 -0.57 1.46 0.33 0.0408
H 16.4619 -9.7194 30.2727 0.27 0.09 0.08 0.0716
H 15.7310 -9.1632 28.7923 0.02 0.24 -0.19 0.0704
H 17.3804 -8.5527 29.2231 -0.45 0.27 0.26 0.0745
H 18.4061 -10.5923 28.9545 0.08 -0.44 0.12 0.1327
H 15.6804 -11.6060 28.0833 -0.13 -0.38 -0.78 0.1170
H 16.4540 -12.1886 29.4984 0.09 0.11 0.45 0.1157
H 15.7406 -13.7931 26.8286 0.25 0.50 -0.18 0.0777
H 16.2226 -14.3416 28.4334 -0.80 0.03 0.27 0.0671
H 16.9907 -14.9839 27.1572 1.44 0.86 -0.71 0.0570
H 18.1457 -10.7261 26.4848 -0.35 -0.39 0.32 0.0790
H 16.7115 -9.8967 26.8229 0.15 0.03 -1.24 0.0667
C 14.7733 -17.7704 29.1582 -1.05 2.77 -0.71 -0.0763
C 15.1227 -19.0105 28.5072 0.33 -2.80 -0.18 -0.4941
C 15.3018 -19.1419 27.0226 0.53 0.88 -1.27 -0.1923
O 15.3470 -20.5133 26.6124 -0.54 -0.33 0.97 -0.1852
C 15.4809 -20.7448 25.2201 0.25 1.62 0.06 -0.0961
N 16.3502 -19.4698 29.1516 -0.36 -0.61 0.00 0.0537
H 15.4525 -16.9904 28.8141 0.10 0.29 0.32 0.0813
H 14.7666 -17.8098 30.2474 0.23 -0.24 -0.05 0.0842
H 13.7692 -17.4656 28.8631 -0.13 0.21 -0.02 0.0863
H 14.2976 -19.7021 28.6774 -0.28 -0.49 0.38 0.1364
H 16.2375 -18.6786 26.7097 0.29 0.23 0.03 0.1175
H 14.5248 -18.5644 26.5216 -0.42 -0.25 -0.35 0.1150
H 15.4360 -21.8052 24.9719 -0.10 0.14 0.33 0.0889
H 16.3980 -20.2821 24.8553 0.55 -0.38 0.01 0.0764
H 14.7528 -20.1404 24.6790 -0.62 -0.38 -0.13 0.0566
H 16.0854 -19.4648 30.1263 0.54 -0.26 0.46 0.0594
H 16.3753 -20.4411 28.8759 0.72 -0.43 0.13 0.0672
O 19.9483 -15.5812 22.0576 0.25 0.38 -0.54 -0.0561
H 19.6643 -15.7142 22.9620 -0.26 -0.22 0.20 -0.0045
H 20.9041 -15.6087 22.0997 0.19 -0.11 0.10 0.0132
O 17.1821 -13.9774 21.7678 0.02 0.85 -0.46 -0.0709
H 17.2740 -13.0898 22.1141 0.09 0.25 0.06 0.0068
H 16.8701 -14.4938 22.5108 -0.06 -1.25 0.23 -0.0200
O 14.6956 -15.8147 20.8642 -0.12 0.30 -0.48 -0.0381
H 14.4109 -16.5016 21.4669 0.12 -0.40 0.15 -0.0226
H 13.9705 -15.1900 20.8525 -0.11 0.21 -0.03 0.0170
```
Forces are in eV/Å.

* total charge: -1
* spin multiplicity: 1
* gap between HOMO and LUMO: 5.66 eV
* energy: -1849.5925 a.u.